(1)
A molecular structure, C19H21BrI2N3O3RhS in a non-equilibrium geometry, computed with wB97M-V/def2-TZVPD.

## Properties
ΔE to the lowest compared entry with this formula, charge and spin: 164.70 kJ/mol
Orbital gap: 4.945 eV
Lowest unoccupied orbital energy: -8.3 eV
Charge: +2

Last column: natural (NBO) charge in e.
Atoms and positions in Å:
Rh -0.09754 0.01021 -0.23904  0.938
Br -3.06699 -5.01291 1.19342  0.132
C -2.65336 -4.57844 -0.59244  -0.124
C -2.92942 -5.48359 -1.60552  -0.206
C -2.63424 -5.15948 -2.92118  -0.156
C -2.05317 -3.93959 -3.23688  -0.187
C -1.76547 -3.02784 -2.23439  -0.220
C -2.07691 -3.36457 -0.92810  -0.184
I -1.69809 -1.97920 0.60988  0.371
H -3.37429 -6.43656 -1.35456  0.255
H -2.86082 -5.86785 -3.70621  0.246
H -1.82336 -3.69347 -4.26426  0.240
H -1.30081 -2.07898 -2.46736  0.231
C -0.37231 0.61214 4.04983  -0.716
C -0.92834 0.77249 2.67268  0.723
N -2.24194 0.82342 2.53041  -0.750
O -0.14756 0.89990 1.68942  -0.696
H -0.27106 1.60204 4.50040  0.275
H 0.61150 0.15459 4.00351  0.265
H -1.03458 0.01822 4.67761  0.253
H -2.85666 0.76537 3.32733  0.434
H -2.64933 1.04495 1.63275  0.424
S -0.96053 1.77650 -1.42522  0.075
C 0.45384 2.83152 -1.51048  0.373
N 0.89305 3.17684 -2.70123  -0.533
C 2.07410 4.03205 -2.90041  -0.228
C 2.22362 4.96167 -1.70771  -0.432
C 2.20821 4.14578 -0.42562  -0.226
N 1.00659 3.29870 -0.41407  -0.532
H 0.39132 2.83067 -3.50517  0.441
H 1.94553 4.58927 -3.82478  0.245
H 2.95229 3.39266 -3.00505  0.220
H 1.40062 5.67806 -1.69890  0.231
H 3.15509 5.51780 -1.78596  0.260
H 2.17421 4.79244 0.44804  0.241
H 3.09291 3.51121 -0.34776  0.219
H 0.67748 2.93731 0.46958  0.438
I 7.55485 -0.72012 -4.48068  0.250
C 5.74369 -0.60200 -3.45911  -0.111
C 4.58518 -1.08754 -4.05550  -0.247
C 3.38536 -1.01102 -3.37172  -0.123
C 3.35030 -0.43745 -2.10218  -0.241
C 4.51476 0.05413 -1.51155  -0.133
C 5.71713 -0.03528 -2.18709  -0.248
C 2.07930 -0.31212 -1.40196  0.787
O 1.07934 -1.05337 -1.65654  -0.614
O 1.89305 0.59903 -0.51827  -0.624
H 4.62336 -1.52237 -5.04442  0.247
H 2.47408 -1.38875 -3.81672  0.236
H 4.47228 0.48798 -0.52058  0.231
H 6.62779 0.33014 -1.73422  0.246



(2)
15 unconnected molecules or ions with the total composition C48H130N3O43PS14 in a non-equilibrium geometry, computed with wB97M-V/def2-TZVPD.

## Properties
Orbital gap: 8.294 eV
Lowest unoccupied orbital energy: 0.1 eV
Charge: 0

Last column: Mulliken charge in e.
Atoms and positions in Å:
O 21.12316 17.31855 17.67421  -0.665
P 20.59776 18.42480 16.81228  -1.052
N 21.76419 19.49101 16.40574  1.396
C 21.40944 20.90488 16.04044  -0.755
C 23.21342 19.24040 16.78739  -0.894
N 19.36914 19.34177 17.44773  1.859
C 17.95486 18.98922 17.35832  -0.094
C 19.67309 20.20907 18.58084  -1.043
N 20.04065 17.82723 15.29744  0.574
C 19.51973 18.70084 14.21772  0.700
C 20.79665 16.76682 14.71318  1.402
H 21.61130 21.63173 16.82191  -0.010
H 20.28953 21.02196 15.84068  0.000
H 21.91207 21.24898 15.16395  0.552
H 23.26476 19.60739 17.81049  -0.212
H 23.76524 19.84612 16.08342  0.325
H 23.60119 18.26823 16.66333  0.197
H 17.59227 18.36226 18.16406  -0.134
H 17.41006 19.92839 17.32141  -0.075
H 17.79051 18.47362 16.41047  -0.150
H 18.89884 20.93500 18.71144  0.368
H 19.73424 19.61978 19.55253  -0.009
H 20.61106 20.73469 18.55252  0.231
H 19.12721 19.67680 14.53109  -0.341
H 20.20254 18.89345 13.35981  -0.195
H 18.61918 18.22507 13.78206  -0.828
H 21.16656 16.10735 15.46552  -0.727
H 21.56528 17.31711 14.07098  -0.847
H 20.19416 16.28806 13.95540  -0.115
O 19.42325 20.52267 23.41239  -0.617
S 20.20700 21.71231 23.38141  1.100
O 19.73516 22.89268 23.98220  -0.696
O 21.66530 21.45443 23.96536  -0.230
C 22.53401 22.65109 23.76651  0.354
C 23.06109 22.78725 25.27667  -1.647
C 20.49993 21.98244 21.69427  0.511
H 21.91014 23.55512 23.53434  0.631
H 23.25382 22.31869 23.03383  -0.177
H 22.25638 23.36714 25.75882  0.341
H 23.92654 23.39534 25.33735  0.416
H 23.14942 21.88141 25.81642  0.356
H 19.49685 21.82795 21.29369  -0.135
H 20.95188 21.04867 21.30080  -0.385
H 20.93850 22.89813 21.40049  0.207
O 9.68214 21.41973 17.54456  -0.634
S 10.83625 20.99872 18.30199  1.115
O 10.94511 19.59353 18.61418  -0.608
O 12.03857 21.43311 17.46220  -0.420
C 13.44746 21.08395 17.66153  0.803
C 14.23967 21.69572 16.49436  -0.318
C 11.02657 22.11796 19.65293  -0.732
H 13.61859 20.05887 17.83806  -0.299
H 13.72858 21.57495 18.56989  -0.124
H 15.18970 21.19838 16.47551  -0.414
H 14.25594 22.79031 16.70758  0.331
H 13.63905 21.46514 15.58886  0.491
H 11.96875 21.99803 20.15683  0.088
H 10.19028 22.07596 20.34263  0.410
H 10.98835 22.98099 19.06753  0.373
O 21.10904 22.66426 11.28060  -0.588
S 21.98235 21.70671 10.63717  1.252
O 23.17808 22.17607 10.02412  -0.696
O 22.38248 20.69085 11.80205  0.062
C 23.30848 19.57989 11.57934  0.364
C 24.04165 19.28640 12.89540  -1.120
C 20.98394 20.72646 9.54062  -0.947
H 23.99678 19.85575 10.77095  0.669
H 22.82509 18.64270 11.24925  -0.514
H 23.39341 18.87586 13.62169  -0.118
H 24.55627 20.14088 13.35791  0.326
H 24.84401 18.53585 12.71166  0.435
H 21.68338 19.92613 9.30054  0.280
H 20.90087 21.21780 8.60854  0.589
H 20.09067 20.33381 10.04712  0.022
O 18.62804 20.41308 11.65288  -0.153
S 17.47001 20.51776 10.79712  1.068
O 17.67895 19.93213 9.48335  -0.714
O 16.25817 19.85978 11.41003  -0.491
C 16.18134 19.89250 12.90796  2.002
C 14.80784 19.64744 13.32284  -1.324
C 17.00609 22.30284 10.72397  -0.852
H 16.50255 20.87319 13.23014  -0.187
H 16.86377 19.17117 13.25548  -0.537
H 14.45822 18.67155 13.08181  0.404
H 14.13500 20.27810 12.75878  0.472
H 14.60874 19.89781 14.44312  -0.238
H 16.56827 22.62622 11.63625  0.234
H 16.37284 22.46367 9.84055  0.362
H 17.95463 22.76010 10.61230  0.251
O 23.91273 11.37185 16.66434  -0.660
S 24.04054 12.38981 17.64966  1.326
O 25.18811 13.24667 17.70195  -0.659
O 22.63711 13.24132 17.25377  -0.625
C 22.39883 14.59138 17.69044  1.266
C 22.47959 14.72499 19.18619  -0.549
C 23.69955 11.73775 19.26370  -0.922
H 21.44227 14.78548 17.21060  -0.974
H 23.11454 15.20709 17.25146  0.241
H 21.88730 15.59882 19.59350  -0.093
H 23.53351 14.81146 19.59405  0.083
H 21.96394 13.85696 19.64840  0.328
H 22.66910 11.40223 19.33800  0.277
H 24.03448 12.46563 20.02349  0.266
H 24.30135 10.84043 19.39637  0.475
O 24.40151 19.89294 23.55807  -0.751
S 23.72513 19.40770 22.43102  1.177
O 23.26481 20.32337 21.35497  -0.383
O 24.80048 18.45452 21.81278  -0.483
C 24.53353 17.75627 20.52992  0.715
C 25.80199 17.03352 20.11683  -1.191
C 22.40686 18.39275 22.82753  -0.657
H 24.18333 18.42973 19.72757  -0.107
H 23.72275 17.05147 20.74736  0.148
H 25.48478 16.25408 19.32864  0.180
H 26.32131 16.52856 20.99021  0.317
H 26.50157 17.76002 19.67921  0.380
H 21.76848 19.00639 23.40033  0.256
H 22.70683 17.63890 23.57877  0.404
H 21.95716 18.05546 21.89193  0.046
O 17.42578 21.99667 15.30076  -0.274
S 17.19096 23.38325 15.01986  1.156
O 16.24166 23.78053 14.02530  -0.718
O 16.79268 24.20778 16.33832  -0.494
C 17.50448 23.76735 17.58775  1.348
C 17.71125 24.95052 18.51784  -1.272
C 18.80170 23.98557 14.56143  -0.725
H 18.44096 23.16342 17.32547  -0.200
H 16.85371 23.05965 18.07035  -0.241
H 16.74449 25.48347 18.47043  0.372
H 18.67412 25.54533 18.25992  0.179
H 17.82127 24.63466 19.59486  0.232
H 19.52369 23.76873 15.27884  0.089
H 18.71623 25.04072 14.22927  0.460
H 19.03797 23.43626 13.63749  0.105
O 21.82349 24.94048 21.33873  -0.703
S 23.18143 24.91742 20.87647  1.143
O 24.19243 24.92579 21.87702  -0.653
O 23.41357 23.67519 19.93308  -0.160
C 24.67319 22.88511 19.96682  0.505
C 25.61431 23.52894 19.05950  -1.455
C 23.30972 26.18650 19.70525  -0.777
H 24.33406 21.87635 19.55657  -0.199
H 25.00086 22.80611 21.01209  0.378
H 25.03476 23.96640 18.22332  -0.016
H 26.36445 22.87415 18.63520  0.503
H 26.28503 24.22224 19.54356  0.405
H 22.35848 26.22247 19.12150  0.235
H 24.09382 25.97509 19.00413  0.189
H 23.52109 27.14383 20.21826  0.407
O 19.65877 13.28490 22.06721  -0.690
S 19.02114 14.40777 21.53810  1.141
O 19.56636 15.69397 21.79982  -0.489
O 19.06311 14.18961 20.01632  -0.549
C 18.77988 15.18387 18.98193  0.840
C 18.51129 14.50056 17.69909  -1.096
C 17.27944 14.52386 22.00586  -0.570
H 19.57466 15.87610 19.06261  0.255
H 17.83758 15.67650 19.25487  0.122
H 19.41726 14.06224 17.28606  -0.150
H 18.12248 15.19237 16.98453  -0.331
H 17.73480 13.76779 17.81754  0.802
H 17.21260 14.43322 23.05292  0.475
H 16.77470 13.77780 21.48277  0.383
H 17.01708 15.53662 21.71411  -0.174
O 21.34858 17.65657 9.31147  -0.673
S 21.32829 16.60813 10.32522  1.265
O 22.29251 16.49856 11.44984  -0.647
O 19.96813 16.71115 11.19379  0.155
C 18.75552 16.69226 10.47518  -0.675
C 17.68923 16.38722 11.56852  -0.303
C 21.33010 15.05509 9.50429  -0.995
H 18.77474 15.90732 9.70930  0.419
H 18.74075 17.68337 9.98140  0.255
H 17.99844 16.87478 12.51164  -0.567
H 17.60295 15.28264 11.70160  0.488
H 16.65774 16.57603 11.20005  0.503
H 20.51396 14.95317 8.78398  0.434
H 21.25363 14.31531 10.26732  0.172
H 22.22787 15.02592 8.86742  0.441
O 22.43474 25.10608 16.63985  -0.576
S 23.24012 24.53259 15.60785  1.164
O 23.64338 23.15346 15.68531  -0.449
O 22.34288 24.92528 14.31590  -0.153
C 22.71467 24.47083 13.01764  0.004
C 23.35963 25.56380 12.16587  -1.245
C 24.75809 25.51650 15.58424  -1.092
H 21.79662 24.21068 12.56649  0.150
H 23.34234 23.57368 13.06314  0.369
H 22.54087 26.27755 12.15601  0.347
H 23.71022 25.13886 11.28166  0.411
H 24.17971 26.11024 12.71850  0.210
H 24.38446 26.54039 15.78225  0.395
H 25.30837 25.45141 14.61966  0.304
H 25.36858 25.21494 16.47869  0.321
O 15.10057 16.02049 19.12233  -0.663
S 14.55530 17.09505 18.36362  0.883
O 14.97514 18.40536 18.70893  -0.339
O 14.88893 16.99384 16.77353  0.176
C 15.08986 15.66712 16.25259  0.008
C 15.21620 15.71188 14.72377  -0.966
C 12.82278 17.03100 18.29744  -1.413
H 14.43212 14.93500 16.63511  0.605
H 16.09890 15.37090 16.66586  -0.188
H 14.95072 14.70902 14.30444  0.411
H 16.20062 15.96329 14.37777  0.035
H 14.46898 16.41679 14.40682  0.274
H 12.58296 15.94650 18.08371  0.388
H 12.45904 17.73320 17.62604  0.372
H 12.49937 17.24676 19.29872  0.570
O 19.58711 13.97628 14.59220  -0.383
S 20.56538 13.31598 13.78248  1.100
O 20.61808 13.50618 12.36454  -0.676
O 21.94328 13.79960 14.35894  -0.021
C 23.23741 13.63988 13.61584  -0.667
C 23.94000 15.01427 13.72374  -0.534
C 20.53063 11.60467 14.20153  -1.211
H 23.00433 13.46748 12.53600  0.443
H 23.71033 12.83522 14.13760  0.314
H 24.36649 15.06267 14.71561  0.306
H 23.21990 15.78128 13.53931  -0.256
H 24.76679 15.12576 12.97364  0.405
H 21.41411 11.13154 13.85964  0.407
H 19.64196 11.16321 13.77006  0.396
H 20.38457 11.70446 15.26284  0.307
O 15.40064 22.25700 20.14829  -0.506
S 15.01503 21.89852 21.51857  1.110
O 13.62945 22.06577 21.92492  -0.720
O 15.33714 20.38854 21.78247  -0.507
C 16.46567 19.69947 21.17635  1.648
C 16.48844 18.26371 21.73447  -1.077
C 15.98154 22.84743 22.61065  -0.800
H 17.44863 20.25029 21.24609  -0.436
H 16.35658 19.57885 20.14236  -0.368
H 16.64370 18.26315 22.81118  0.450
H 17.25903 17.74689 21.21244  -0.011
H 15.50834 17.79418 21.53780  0.400
H 17.01948 22.49442 22.57732  0.068
H 15.71772 23.01666 23.64131  0.391
H 16.19022 23.81178 22.17183  0.360



(3)
C4H9ClO in the gas phase in a non-equilibrium geometry, computed with wB97M-V/def2-TZVPD.

## Properties
ΔE to the lowest compared entry with this formula, charge and spin: 107.66 kJ/mol
Structure (SMILES): CC(C)(Cl)CO
Orbital gap: 11.185 eV
Lowest unoccupied orbital energy: 0.7 eV
Charge: 0

Last column: natural (NBO) charge in e.
Atoms and positions in Å:
C 1.69463 -0.34339 -0.40180  -0.634
C 0.31648 0.40448 -0.16914  -0.003
C 0.18443 1.77880 -0.65795  -0.646
C 0.17712 0.27196 1.37940  -0.090
H 1.63140 -1.23705 0.19734  0.198
H 2.52126 0.15457 0.20500  0.219
H 1.87850 -0.62594 -1.46884  0.238
H -0.72457 2.25790 -0.30804  0.229
H 1.05931 2.42781 -0.22526  0.216
H 0.09645 1.86584 -1.78414  0.238
H -0.65510 0.97792 1.79763  0.191
H 1.13375 0.53379 1.67168  0.170
H 0.00640 -1.65917 1.24430  0.459
O -0.45606 -0.98728 1.74290  -0.695
Cl -1.03147 -0.55697 -0.95152  -0.088



(4)
C4H7NO2 in the gas phase, computed with wB97M-V/def2-TZVPD.

## Properties
ΔE to the lowest compared entry with this formula, charge and spin: 103.30 kJ/mol
Structure (SMILES): C[C@@H](C=O)C(N)=O
Orbital gap: 10.572 eV
Lowest unoccupied orbital energy: 0.6 eV
Charge: 0

Last column: natural (NBO) charge in e.
Atoms and positions in Å:
C -1.36033 0.80949 -0.77157  -0.611
C -0.04597 0.17017 -0.36601  -0.435
C 0.99285 1.21088 0.05006  0.453
O 0.88431 2.37991 -0.21290  -0.509
C -0.13323 -0.92231 0.66429  0.706
O -1.09179 -1.18489 1.35160  -0.528
N 1.12926 -1.59914 0.69850  -0.915
H -1.73400 1.42530 0.05222  0.229
H -1.22529 1.46789 -1.63110  0.229
H -2.12210 0.06123 -1.00120  0.223
H 0.52414 -0.37721 -1.14619  0.248
H 1.88679 0.80435 0.56444  0.130
H 1.14487 -2.39038 0.06142  0.392
H 1.37796 -1.93096 1.61862  0.388



no.,energy (Ha),HOMO (eV)
1,-4804.254468,-13.24
2,-11222.208005,-8.17
3,-693.197646,-10.44
4,-361.841512,-10.01